[1]
{"formula": "C13H14N4O5S2", "method": "the ωB97M-V functional and the def2-TZVPD basis", "total_energy_ha": -1895.257644, "orbital_gap_ev": 7.6, "molar_mass_g_mol": 370.412, "spin_multiplicity": 1, "e_homo_ha": -0.3044, "species": ["C", "H", "O", "C", "C", "H", "H", "S", "C", "N", "N", "C", "N", "C", "O", "C", "C", "C", "C", "C", "C", "H", "H", "O", "C", "H", "H", "H", "N", "O", "O", "H", "H", "S", "H", "H", "H", "H"], "xyz": [[6.648442, 4.537912, 1.763566], [7.070273, 5.163071, 0.967094], [6.974125, 3.182224, 1.570168], [6.674787, 2.676088, 0.297092], [5.183217, 2.564989, -0.006640], [5.014080, 2.042390, -0.945321], [4.699556, 3.539777, -0.047714], [4.359945, 1.595996, 1.311224], [2.911883, 1.185968, 0.469550], [2.644812, 1.535991, -0.746494], [1.471553, 1.091270, -1.178332], [0.829912, 0.401241, -0.297808], [-0.399838, -0.152227, -0.529855], [-1.048653, -0.884222, 0.427455], [-0.547655, -1.072408, 1.518857], [-2.372405, -1.436271, 0.051668], [-3.114260, -1.023916, -1.043558], [-4.355877, -1.584377, -1.311993], [-4.897012, -2.594636, -0.486970], [-4.136262, -2.992068, 0.621438], [-2.913302, -2.421080, 0.884494], [-2.340675, -2.726841, 1.747093], [-4.512454, -3.753645, 1.284488], [-6.076109, -3.115489, -0.818635], [-6.639599, -4.145018, -0.035094], [-7.580791, -4.390437, -0.523068], [-5.996976, -5.029693, -0.014717], [-6.837321, -3.806443, 0.985543], [-5.066626, -1.085942, -2.465140], [-4.419385, -0.432152, -3.259416], [-6.244604, -1.327804, -2.576802], [-2.782643, -0.244499, -1.714158], [-0.777780, -0.013437, -1.455831], [1.654197, 0.218099, 1.236878], [7.127421, 1.681299, 0.278866], [7.140402, 3.296374, -0.486500], [5.566574, 4.699504, 1.811055], [7.089046, 4.820415, 2.717518]], "forces_ev_per_a": [[-0.02, 0.03, 0.01], [-0.01, 0.01, 0.02], [0.05, -0.08, 0.20], [-0.13, -0.20, -0.20], [-0.01, -0.08, 0.39], [0.05, 0.09, -0.04], [0.01, -0.01, -0.14], [0.62, 0.20, 0.17], [-0.57, -0.34, 0.11], [1.37, 0.55, 0.43], [-1.73, -0.63, -0.66], [0.85, 0.16, 0.76], [-0.41, -0.13, -0.16], [-0.11, 0.11, -0.34], [-0.15, -0.16, 0.11], [-0.42, -0.28, 0.13], [-0.08, -0.10, 0.06], [0.38, -0.37, 0.80], [0.19, 0.24, -0.15], [-0.24, -0.07, -0.09], [0.16, 0.23, -0.17], [0.02, -0.04, 0.07], [-0.06, -0.08, 0.02], [0.14, 0.09, -0.05], [-0.10, -0.27, 0.24], [0.08, -0.01, 0.07], [-0.02, 0.04, 0.00], [0.02, -0.01, -0.04], [-0.15, 0.20, -0.37], [0.16, 0.22, -0.34], [-0.28, 0.08, -0.09], [-0.02, -0.01, -0.02], [0.04, -0.06, 0.11], [0.48, 0.55, -0.76], [-0.03, 0.10, -0.12], [-0.04, -0.08, 0.08], [0.01, 0.01, -0.01], [-0.04, 0.09, -0.03]]}

---

[2]
{"formula": "C13H14NO3PmS", "method": "the ωB97M-V functional and the def2-TZVPD basis", "total_energy_ha": -1790.680541, "orbital_gap_ev": [7.9, 7.9], "molar_mass_g_mol": 409.326, "spin_multiplicity": 5, "e_homo_ha": [-0.2923, -0.2938], "species": ["Pm", "N", "C", "C", "C", "C", "C", "C", "C", "C", "C", "C", "C", "C", "H", "H", "H", "H", "H", "H", "H", "H", "H", "H", "C", "S", "O", "O", "O", "H", "H", "H", "H"], "xyz": [[0.201883, -0.644093, 1.066160], [1.553519, 1.194746, 0.536683], [0.647114, 2.208903, 0.089728], [1.086454, 3.545869, 0.170729], [0.329463, 4.591350, -0.356643], [-0.865230, 4.314761, -1.006904], [-1.292983, 2.992933, -1.132934], [-0.542831, 1.920002, -0.606200], [-1.075792, 0.565167, -0.760614], [-0.822580, -0.189947, -1.915670], [-1.420849, -1.439351, -2.091545], [-2.278166, -1.947077, -1.116068], [-2.537628, -1.205413, 0.035874], [-1.946101, 0.045309, 0.207150], [1.964190, 1.537032, 1.156229], [2.005207, 0.887434, -0.183600], [2.030898, 3.782631, 0.655836], [0.676827, 5.616196, -0.266109], [-1.465202, 5.122017, -1.419076], [-2.231826, 2.790872, -1.648730], [-0.170424, 0.205778, -2.690859], [-1.224182, -2.012165, -2.994457], [-2.746054, -2.917938, -1.254221], [-3.203441, -1.590986, 0.801498], [1.257034, -4.072137, 2.026819], [2.051761, -3.018335, 0.847876], [2.979152, -3.922153, 0.171036], [2.680267, -2.000552, 1.687137], [0.939291, -2.544269, 0.027671], [2.013483, -4.484157, 2.698170], [0.749545, -4.878823, 1.493474], [0.532601, -3.483796, 2.594176], [0.124601, -0.969806, 3.177385]], "forces_ev_per_a": [[-0.56, -1.73, 2.44], [-11.75, -3.72, -7.12], [-0.83, 2.04, -1.62], [-0.46, -0.02, 0.08], [0.18, -0.33, 0.23], [-0.13, -0.48, -0.04], [0.34, 0.18, 0.20], [0.45, 1.34, 0.36], [-1.27, -1.39, -1.60], [0.02, 0.12, -0.43], [0.12, 0.06, 0.06], [-0.16, -0.14, -0.17], [0.36, 0.15, -0.75], [-0.15, 0.77, 1.75], [9.29, 6.21, 12.25], [4.26, -2.15, -5.03], [-0.07, -0.15, -0.04], [0.01, -0.17, 0.01], [0.10, -0.16, 0.05], [0.27, -0.13, 0.18], [-0.05, -0.07, -0.06], [0.04, 0.09, 0.20], [0.11, 0.04, -0.07], [0.07, -0.08, -0.02], [-0.43, -0.14, 0.13], [3.38, -4.91, 1.94], [-0.94, 1.60, -0.08], [-0.88, 1.47, -0.97], [-1.17, 1.32, -1.36], [-0.07, 0.16, -0.16], [0.09, 0.10, 0.03], [0.05, -0.04, 0.11], [-0.20, 0.17, -0.51]]}

---

[3]
{"formula": "C13H15Cl2N3O2S", "method": "the ωB97M-V functional and the def2-TZVPD basis", "total_energy_ha": -2137.695909, "orbital_gap_ev": 9.1, "molar_mass_g_mol": 348.255, "spin_multiplicity": 1, "e_homo_ha": -0.3244, "species": ["C", "C", "C", "C", "S", "O", "O", "N", "C", "C", "C", "N", "N", "C", "C", "C", "C", "Cl", "C", "C", "Cl", "H", "H", "H", "H", "H", "H", "H", "H", "H", "H", "H", "H", "H", "H", "H"], "xyz": [[-2.470844, -0.843640, -2.360758], [-1.703495, 0.066949, -1.461227], [-0.322385, 0.170462, -1.539867], [0.395614, 0.982235, -0.681560], [2.190484, 0.791488, -0.703260], [2.877732, 1.980255, -0.308527], [2.532801, 0.197352, -1.956337], [2.412401, -0.329890, 0.529009], [1.410257, -1.310150, 0.644758], [1.177140, -2.385165, -0.242076], [1.995216, -2.821483, -1.402190], [0.086833, -3.035790, 0.128323], [-0.380927, -2.429620, 1.218172], [-1.569350, -2.904586, 1.861417], [0.378299, -1.366916, 1.572502], [0.085953, -0.549731, 2.777428], [-0.260201, 1.730299, 0.280053], [0.625142, 2.716393, 1.370196], [-1.644762, 1.669984, 0.371195], [-2.343074, 0.831832, -0.482462], [-4.054623, 0.727281, -0.306963], [-2.977510, -1.608530, -1.773718], [-3.231898, -0.287591, -2.906153], [-1.805603, -1.328362, -3.067904], [0.231923, -0.394636, -2.272103], [2.609941, 0.152730, 1.393919], [1.405895, -3.479888, -2.034041], [2.870320, -3.366934, -1.050379], [2.341210, -1.959326, -1.965732], [-1.907008, -3.781120, 1.313376], [-2.349828, -2.140425, 1.844465], [-1.366014, -3.180592, 2.897789], [0.795612, 0.268690, 2.862035], [0.150098, -1.158521, 3.680259], [-0.918183, -0.129943, 2.722377], [-2.163206, 2.255455, 1.113271]], "forces_ev_per_a": [[-0.01, 0.00, -0.01], [-0.01, 0.12, 0.13], [-0.16, 0.10, -0.06], [0.67, 0.00, -0.06], [-0.06, 0.31, 0.20], [-0.03, -0.07, 0.10], [-0.27, -0.23, -0.01], [0.10, 0.47, -0.37], [-0.63, -0.69, 0.18], [-0.05, 0.08, 0.40], [0.01, -0.02, 0.01], [-0.06, -0.53, -0.63], [0.61, 0.60, 0.04], [-0.31, -0.11, 0.19], [0.18, -0.03, -0.13], [-0.03, -0.10, -0.05], [-0.19, -0.07, -0.19], [-0.19, 0.33, 0.47], [0.21, -0.02, -0.02], [0.44, -0.01, -0.05], [-0.26, 0.01, 0.04], [-0.06, -0.08, -0.03], [-0.06, -0.03, -0.07], [0.03, -0.06, -0.07], [-0.03, -0.14, -0.12], [0.16, 0.19, 0.04], [0.00, -0.05, -0.07], [0.08, -0.05, -0.04], [0.02, -0.15, -0.10], [0.02, 0.06, 0.04], [-0.01, -0.04, 0.00], [-0.03, -0.01, -0.03], [-0.01, 0.07, 0.05], [0.01, 0.03, 0.08], [-0.04, 0.10, 0.06], [-0.05, 0.06, 0.06]]}